Record 1
Computed, not measured: a cluster of 10 separate species, C22H65NO19 in total at a distorted geometry, with ωB97M-V/def2-TZVPD.

Geometry as XYZ:
```
107
C22H65NO19 (ωB97M-V/def2-TZVPD)
C 4.95 1.40 -4.31
O 4.22 2.65 -4.28
C 2.86 2.42 -4.61
C 1.98 2.43 -3.28
C 0.52 2.06 -3.72
N 1.99 3.74 -2.57
H 4.84 0.81 -3.40
H 6.03 1.49 -4.35
H 4.74 0.70 -5.12
H 2.62 3.29 -5.22
H 2.80 1.50 -5.20
H 2.39 1.64 -2.65
H 0.16 2.70 -4.52
H -0.21 2.08 -2.91
H 0.41 1.03 -4.06
H 1.87 3.51 -1.60
H 2.97 3.97 -2.48
O 2.80 -4.23 3.63
C 1.70 -4.24 2.74
C 1.57 -2.92 1.92
O 1.35 -1.78 2.80
H 2.98 -3.34 3.96
H 1.87 -5.02 2.00
H 0.76 -4.45 3.26
H 0.76 -3.12 1.21
H 2.46 -2.84 1.29
H 1.18 -1.13 2.12
O 0.62 -0.18 0.54
C -0.65 0.34 -0.02
C -1.71 -0.74 0.06
O -1.50 -1.83 -0.81
H 1.32 0.45 0.37
H -1.00 1.16 0.60
H -0.54 0.70 -1.05
H -2.72 -0.37 -0.11
H -1.66 -1.10 1.08
H -0.95 -1.54 -1.54
O -1.07 0.61 5.67
C -1.49 1.36 4.57
C -2.08 0.42 3.51
O -2.71 1.21 2.57
H -0.40 -0.02 5.39
H -2.25 2.09 4.87
H -0.64 1.94 4.19
H -2.78 -0.30 3.94
H -1.30 -0.18 3.03
H -3.40 0.68 2.18
O 2.32 1.98 0.53
C 1.79 2.86 1.50
C 1.28 4.24 0.77
O 2.37 4.91 0.28
H 3.28 2.02 0.57
H 0.85 2.39 1.79
H 2.53 3.13 2.25
H 0.72 4.83 1.50
H 0.68 4.06 -0.12
H 1.96 5.62 -0.22
O -3.63 2.21 -0.30
C -3.42 3.54 -0.57
C -2.12 3.92 0.17
O -2.15 3.83 1.59
H -4.19 1.81 -0.98
H -3.26 3.73 -1.64
H -4.27 4.11 -0.22
H -1.76 4.91 -0.12
H -1.34 3.28 -0.24
H -2.41 2.92 1.74
O -0.05 -1.57 -3.04
C 1.13 -2.38 -3.03
C 2.20 -1.70 -2.26
O 3.39 -2.43 -2.42
H -0.65 -2.03 -3.63
H 0.78 -3.31 -2.59
H 1.54 -2.55 -4.03
H 2.00 -1.75 -1.19
H 2.36 -0.64 -2.47
H 3.63 -2.48 -3.35
O 5.44 -1.14 -1.10
C 4.72 -0.14 -0.28
C 5.60 0.86 0.41
O 4.88 1.80 1.13
H 4.74 -1.65 -1.52
H 3.98 0.33 -0.94
H 4.04 -0.61 0.43
H 6.13 1.43 -0.35
H 6.34 0.31 0.99
H 5.47 2.14 1.80
O -2.95 -3.94 0.26
C -2.38 -5.23 -0.08
C -3.45 -6.28 0.07
O -2.98 -7.51 -0.41
H -2.37 -3.28 -0.13
H -1.83 -5.28 -1.02
H -1.55 -5.34 0.62
H -4.31 -5.99 -0.52
H -3.84 -6.28 1.09
H -3.76 -8.04 -0.58
O -4.67 -0.63 1.66
C -5.78 0.24 1.94
C -7.05 -0.47 2.51
O -7.63 -1.48 1.78
H -4.95 -1.46 1.26
H -5.42 1.11 2.50
H -6.18 0.54 0.97
H -7.77 0.32 2.70
H -6.75 -0.85 3.49
H -6.94 -2.01 1.36
```

LUMO = 0.05 eV
Multiplicity = 1
Calculated total energy = -64254.3948 eV
Structure (SMILES) = COC[C@H](C)N.OCCO.OCCO.OCCO.OCCO.OCCO.OCCO.OCCO.OCCO.OCCO


Record 2
Computed, not measured: a cluster of 3 separate species, C5H18N2O3 in total at a distorted geometry, with ωB97M-V/def2-TZVPD.

Geometry as XYZ:
```
28
C5H18N2O3 (ωB97M-V/def2-TZVPD)
C -2.60 0.91 0.83
C -1.22 0.79 0.16
N -0.42 2.18 -0.07
C -0.33 -0.07 1.16
N 0.62 -0.95 0.43
C 2.04 -0.91 0.60
C 2.53 0.60 0.71
O 1.86 0.89 -0.49
H -2.54 1.07 1.87
H -3.00 1.81 0.43
H -3.48 0.12 0.50
H -1.23 0.19 -0.63
H -0.80 2.69 -0.77
H -0.53 2.84 0.81
H -1.02 -0.80 1.68
H 0.24 0.56 1.89
H 0.41 -1.00 -0.55
H 2.22 -1.52 1.44
H 2.53 -1.38 -0.30
H 2.19 0.96 1.60
H 3.70 0.65 0.57
H 1.56 1.95 -0.46
O -0.97 -0.84 -2.81
H -1.32 -0.92 -2.00
H -0.35 -0.28 -2.63
O -0.19 -3.54 -1.61
H -0.58 -2.78 -1.19
H 0.67 -3.22 -1.18
```

LUMO = 0.56 eV
Multiplicity = 1
Calculated total energy = -14594.7068 eV
Structure (SMILES) = C[C@@H](N)CNCCO.O.O


Record 3
Computed, not measured: a structure of composition C32H24Br2F5N3O3SSiV, with ωB97M-V/def2-TZVPD.

Geometry as XYZ:
```
72
C32H24Br2F5N3O3SSiV (ωB97M-V/def2-TZVPD)
V -0.43 0.99 0.65
Br -2.93 -7.65 -5.16
C -2.64 -7.24 -3.32
C -3.43 -7.86 -2.35
C -3.22 -7.57 -1.02
C -2.23 -6.65 -0.59
C -1.45 -6.04 -1.62
C -1.66 -6.34 -2.95
N -2.01 -6.52 0.74
N -1.33 -5.52 1.26
C -1.49 -4.23 0.81
C -2.56 -3.73 0.06
C -2.69 -2.37 -0.24
C -1.78 -1.43 0.19
O -1.80 -0.13 -0.11
C -0.67 -1.91 0.93
N 0.25 -0.96 1.27
C 1.34 -1.32 1.90
C 1.58 -2.65 2.27
C 0.66 -3.62 1.95
C -0.50 -3.27 1.25
H -4.19 -8.57 -2.64
H -3.81 -8.06 -0.25
H -0.68 -5.34 -1.35
H -1.05 -5.87 -3.71
H -3.33 -4.41 -0.27
H -3.54 -2.03 -0.83
H 2.05 -0.53 2.12
H 2.49 -2.90 2.80
H 0.81 -4.66 2.20
Br 3.37 3.28 -5.72
C 3.14 2.83 -3.89
C 4.10 3.21 -2.97
C 3.91 2.90 -1.64
C 2.77 2.22 -1.22
C 1.82 1.84 -2.16
C 2.00 2.14 -3.50
C 2.59 1.96 0.26
O 3.54 2.05 1.01
O 1.40 1.62 0.62
H 4.97 3.76 -3.30
H 4.64 3.18 -0.89
H 0.92 1.33 -1.85
H 1.25 1.85 -4.23
C 0.24 4.00 3.35
Si -0.23 2.25 3.82
C 1.35 1.32 4.25
C -1.24 2.37 5.43
C -1.23 1.39 2.53
H 0.53 4.58 4.23
H -0.58 4.51 2.85
H 1.09 4.00 2.66
H 1.82 1.75 5.13
H 2.05 1.38 3.41
H 1.14 0.26 4.45
H -0.67 2.88 6.21
H -1.51 1.38 5.79
H -2.16 2.93 5.26
H -2.14 1.97 2.32
H -1.53 0.41 2.92
F 1.86 6.39 -3.95
C 1.07 5.59 -3.21
C 0.02 4.91 -3.79
F -0.21 5.04 -5.10
C -0.77 4.08 -3.02
F -1.75 3.42 -3.65
C -0.57 3.88 -1.65
S -1.59 2.79 -0.75
C 0.48 4.62 -1.10
F 0.75 4.56 0.21
C 1.29 5.45 -1.86
F 2.30 6.13 -1.28
```

LUMO (spin up / spin down) = 3.66 / 3.66 eV
Multiplicity = 4
Calculated total energy = -242263.7229 eV
Total charge = -2


Record 4
Computed, not measured: a structure of composition C25H21AsCl3IrN2O2PS4, with ωB97M-V/def2-TZVPD.

Geometry as XYZ:
```
60
C25H21AsCl3IrN2O2PS4 (ωB97M-V/def2-TZVPD)
Ir 0.86 -0.13 0.23
Cl -2.29 6.87 -1.88
C -1.91 5.33 -1.15
C -0.65 4.78 -1.33
C -0.37 3.58 -0.72
Cl 1.18 2.83 -0.90
C -1.28 2.82 0.07
O -0.96 1.71 0.60
C -2.54 3.46 0.19
Cl -3.79 2.65 1.12
C -2.86 4.68 -0.39
H 0.10 5.28 -1.92
H -3.84 5.10 -0.25
S -1.18 -0.82 -0.59
C -1.07 -2.55 -0.38
C -2.22 -3.31 -0.76
N -3.15 -3.92 -1.05
C 0.02 -3.16 0.14
S 1.45 -2.27 0.63
C 0.10 -4.57 0.31
N 0.18 -5.71 0.44
S 3.06 0.63 1.06
P 3.69 -0.12 -0.69
S 2.04 -0.25 -1.85
C 4.57 -1.70 -0.49
C 4.37 -2.74 -1.38
C 5.09 -3.91 -1.25
C 6.01 -4.05 -0.22
C 6.20 -3.01 0.69
C 5.48 -1.83 0.55
C 4.94 0.93 -1.51
C 5.97 0.39 -2.26
C 6.86 1.22 -2.94
C 6.71 2.60 -2.85
C 5.68 3.14 -2.09
C 4.80 2.31 -1.42
H 3.62 -2.63 -2.16
H 4.93 -4.73 -1.94
H 6.57 -4.97 -0.10
H 6.91 -3.12 1.50
H 5.61 -1.03 1.27
H 6.10 -0.69 -2.33
H 7.66 0.80 -3.52
H 7.40 3.25 -3.37
H 5.57 4.22 -2.02
H 4.00 2.73 -0.82
C -2.74 0.34 2.70
As -0.90 0.73 3.07
C -0.50 2.60 3.27
C -0.60 0.05 4.85
O 0.14 -0.24 2.19
H -3.37 1.18 2.99
H -3.01 -0.56 3.25
H -2.82 0.18 1.63
H -0.56 2.85 4.33
H -1.18 3.20 2.68
H 0.52 2.74 2.91
H -1.32 0.47 5.55
H 0.41 0.30 5.15
H -0.70 -1.04 4.82
```

LUMO = 2.30 eV
Multiplicity = 1
Calculated total energy = -187220.6953 eV
Total charge = -1


The records above yield energy above the lowest of the compared OMol25 structures with the same formula, charge and spin values of 2.177 5.210 0.000 0.691 eV, respectively.
The records above yield molecular weight values of 647.750 154.210 864.457 914.195 g mol⁻¹, respectively.